Entry 1:
Formula: C26H22ClO2PRu
Source: OMol25
Level of theory: ωB97M-V with the def2-TZVPD basis set

Each line ends with the Mulliken spin population.
Element x y z (Å)
Cl 1.8851 -0.9414 -1.2868  0.38
C -1.3171 0.9975 -1.7213  0.04
C -2.1581 0.5610 -0.6309  0.18
C -2.0709 -0.8659 -0.5531  0.07
H -2.7809 1.2172 -0.0249  0.01
C -1.2113 -1.3231 -1.6176  0.25
C -0.7348 -0.1526 -2.3182  0.18
H -0.0752 -0.1712 -3.1831  0.01
H -1.1766 2.0275 -2.0515  0.01
H -2.5989 -1.5399 0.1234  0.00
C -0.8594 -2.7446 -1.9100  0.01
Ru 0.0372 0.0609 -0.0600  1.75
C -0.7531 0.4294 1.6145  -0.02
C 1.3012 1.4708 -0.0689  0.00
O -1.4225 0.7174 2.5396  0.00
O 2.2072 2.1990 -0.1654  0.01
H -0.8567 -3.3460 -0.9956  0.00
H 0.1315 -2.8145 -2.3663  -0.01
H -1.5907 -3.1790 -2.5995  0.02
C 1.8094 -1.7039 6.8794  0.21
C 0.8867 -0.7585 6.4163  0.01
C 0.8298 -0.4171 5.0674  0.10
C 1.7271 -1.0011 4.1417  0.27
C 2.6613 -1.9430 4.6141  0.04
C 2.6934 -2.2869 5.9727  0.08
P 1.7502 -0.2554 2.4547  0.20
C 2.3010 1.4380 2.9885  0.04
C 1.4554 2.5662 2.8596  0.00
C 1.8332 3.7908 3.4155  0.01
C 3.0301 3.9198 4.1240  0.03
C 3.8382 2.7886 4.3028  -0.01
C 3.4671 1.5566 3.7570  0.04
C 3.1247 -1.2330 1.7328  0.05
C 4.3689 -0.6669 1.4301  -0.02
C 5.3950 -1.4808 0.9413  0.01
C 5.1723 -2.8347 0.6856  0.01
C 3.9010 -3.3883 0.9083  -0.01
C 2.8766 -2.5911 1.4153  0.03
H 1.8508 -1.9601 7.9431  0.00
H 0.2105 -0.2706 7.1184  0.00
H 0.1159 0.3307 4.7193  0.00
H 3.3854 -2.4001 3.9375  0.00
H 3.4392 -3.0042 6.3231  0.00
H 0.4921 2.4943 2.3657  0.01
H 1.1833 4.6636 3.2980  0.00
H 3.3243 4.8927 4.5564  0.00
H 4.7598 2.8685 4.8810  0.00
H 4.0824 0.6895 3.9607  -0.01
H 4.5211 0.4028 1.5601  0.00
H 6.3777 -1.0410 0.7447  0.00
H 5.9823 -3.4686 0.2959  0.00
H 3.7121 -4.4429 0.6767  0.00
H 1.8733 -3.0094 1.5426  -0.01

E = -2050.16562 Ha
Multiplicity = 5
Total charge = +2
Highest occupied orbital energy (spin up / spin down) = -13.50 / -14.66 eV
Gap between HOMO and LUMO (spin up / spin down) = 6.9 / 4.1 eV
E_LUMO (spin up / spin down) = -6.59 / -10.59 eV
Expectation value of S² = 6.0400

=====

Entry 2:
Formula: C55H141BeN10O17
Source: OMol25
Level of theory: ωB97M-V with the def2-TZVPD basis set

Each line ends with the Mulliken charge.
Element x y z (Å)
Be 1.6541 3.4974 0.3662  -0.01
C 0.6389 -0.6591 1.8116  -2.15
C 0.8455 0.2431 0.5935  2.21
C 0.2868 -0.5864 -0.5850  -1.90
O 0.2373 1.4956 0.8006  0.38
H 1.2409 -0.2893 2.6462  -0.03
H 1.1398 -1.5971 1.5486  0.63
H -0.3510 -0.9557 2.1532  0.25
H 1.9220 0.4263 0.5036  -0.79
H 0.4410 0.0213 -1.4807  -0.04
H -0.7980 -0.6574 -0.4742  0.88
H 0.6637 -1.6067 -0.6315  0.67
C -0.2970 3.8166 2.7167  -0.43
O 0.9710 3.5624 2.1068  1.91
C 2.0341 3.2499 3.0134  -1.38
C 3.0632 2.3586 2.3490  0.99
N 3.5364 2.9203 1.0605  -0.10
C 4.3200 1.9591 0.2646  0.94
C 4.2040 2.2892 -1.1915  -0.64
O 2.8170 2.4998 -1.4884  -0.12
C 2.4762 2.1768 -2.8681  0.36
H -0.1868 4.7074 3.3378  0.42
H -0.5600 2.9495 3.3246  0.18
H -1.0330 3.9080 1.9205  -0.78
H 1.6873 2.8111 3.9504  0.50
H 2.5183 4.1920 3.2879  0.29
H 2.7679 1.3280 2.1602  -1.39
H 3.9077 2.3470 3.0431  0.64
H 4.1097 3.7285 1.2688  0.33
H 3.9913 0.9205 0.3330  -1.76
H 5.3426 1.8978 0.6432  0.80
H 4.7295 1.5757 -1.8262  0.00
H 4.7016 3.2475 -1.3659  0.38
H 2.8539 1.1908 -3.1356  -0.09
H 2.9294 2.9395 -3.5029  0.54
H 1.3946 2.2172 -2.9796  -0.77
C -2.4103 -3.4670 3.5295  -0.33
O -2.0939 -4.8021 3.8829  -0.52
C -1.4859 -4.8758 5.1813  0.04
C -2.4554 -4.4986 6.3461  -0.41
N -1.7482 -4.5090 7.6233  -0.37
C -0.9061 -3.3430 7.8555  -0.76
C -1.6780 -2.0973 8.2765  -0.88
O -2.1233 -1.4685 7.1306  0.29
C -3.1748 -0.5659 7.3000  -0.77
H -3.2303 -3.0749 4.1350  0.23
H -2.7932 -3.3742 2.5125  0.35
H -1.5380 -2.8126 3.6050  0.01
H -0.5513 -4.3105 5.1553  -0.03
H -1.2554 -5.9347 5.3009  0.32
H -3.3134 -5.1662 6.2231  0.41
H -3.0435 -3.5932 6.1946  -0.13
H -1.3748 -5.4101 7.8731  0.31
H -0.1884 -3.2211 7.0407  0.19
H -0.3661 -3.6986 8.7374  0.53
H -1.0289 -1.4788 8.9043  0.47
H -2.4386 -2.5196 8.9408  0.45
H -3.3951 0.0537 6.4319  -0.05
H -2.9343 0.0794 8.1515  0.37
H -4.1332 -1.0296 7.5548  0.31
C -5.0977 -3.2551 -6.6879  -0.88
O -4.5391 -1.9841 -6.6527  -0.34
C -3.2850 -1.9117 -7.3157  -0.60
C -2.6319 -0.5716 -7.2571  -0.83
N -2.0306 -0.3719 -5.9395  0.37
C -1.6981 1.0325 -5.7327  -1.33
C -0.9684 1.3224 -4.4562  0.68
O -1.1926 2.6660 -3.9986  -0.12
C -0.6782 3.7477 -4.7589  -1.01
H -5.2681 -3.6755 -7.6814  0.38
H -6.0306 -3.4075 -6.1409  0.30
H -4.5246 -3.9880 -6.1053  0.30
H -3.3801 -2.2416 -8.3548  0.56
H -2.6853 -2.7076 -6.8602  0.25
H -3.3300 0.2608 -7.3998  0.40
H -1.9481 -0.5577 -8.1084  0.42
H -2.7539 -0.7443 -5.3340  -0.30
H -2.6549 1.5674 -5.6631  0.45
H -1.2586 1.4500 -6.6391  0.53
H 0.1132 1.2953 -4.6182  0.19
H -1.2495 0.6688 -3.6317  -0.71
H 0.4160 3.7399 -4.7625  0.28
H -0.9545 4.7027 -4.3117  0.31
H -0.9925 3.8284 -5.8012  0.43
C 9.3911 2.3017 -4.1921  -0.93
O 8.6764 1.2235 -3.6156  -0.19
C 9.5195 0.1380 -3.1906  -0.75
C 8.7882 -0.8084 -2.2132  -0.59
N 7.7141 -1.6452 -2.7680  -0.21
C 6.6344 -0.8775 -3.3938  -0.43
C 5.2736 -1.5876 -3.0971  -0.53
O 4.2886 -0.6269 -3.3322  -0.41
C 2.9839 -1.1302 -3.0794  -1.89
H 9.8373 2.9423 -3.4299  0.33
H 8.8032 2.7978 -4.9642  0.29
H 10.2456 2.0285 -4.8220  0.35
H 10.4197 0.4783 -2.6730  0.48
H 9.8548 -0.4381 -4.0575  0.37
H 8.3974 -0.1824 -1.4096  0.06
H 9.5049 -1.5153 -1.7957  0.54
H 8.1761 -2.2372 -3.4470  0.27
H 6.7394 -0.8510 -4.4787  0.18
H 6.6160 0.1264 -2.9743  0.13
H 5.1654 -2.0026 -2.0919  0.35
H 5.1901 -2.3808 -3.8481  0.32
H 2.9788 -2.2108 -3.2319  0.79
H 2.4230 -0.7784 -3.9482  0.38
H 2.5023 -0.7566 -2.1752  0.72
C -3.2840 1.2429 -0.9908  0.67
O -4.4247 1.8997 -0.5157  -0.32
C -5.6211 1.5664 -1.2169  -0.48
C -6.7592 2.1323 -0.3736  -0.73
N -8.0854 1.6212 -0.7562  -0.32
C -8.4245 1.7216 -2.1691  -0.35
C -9.9662 1.6898 -2.2397  -0.81
O -10.5409 2.8018 -1.5753  -0.32
C -11.8711 2.7337 -1.1833  -0.75
H -3.4471 0.2116 -1.3233  0.28
H -2.5442 1.1409 -0.1963  -1.02
H -2.7879 1.6466 -1.8796  0.17
H -5.7545 0.4800 -1.2046  0.21
H -5.6456 1.8982 -2.2566  0.34
H -6.6884 3.2193 -0.4992  0.37
H -6.5354 1.9548 0.6779  0.21
H -8.7347 2.1833 -0.2202  0.26
H -7.9312 0.9045 -2.6944  0.35
H -8.1602 2.6725 -2.6463  0.27
H -10.3106 0.8482 -1.6284  0.37
H -10.3457 1.5008 -3.2462  0.45
H -12.0635 1.9249 -0.4706  0.33
H -12.5601 2.5052 -2.0026  0.31
H -12.1303 3.7013 -0.7583  0.23
C -4.3338 -2.3132 -3.4318  -0.92
O -2.9469 -1.9205 -3.4565  0.22
C -1.9952 -2.9593 -3.3472  -1.00
C -0.5432 -2.4239 -3.2841  -0.15
N 0.0987 -2.1310 -4.5725  0.73
C 0.7111 -3.3411 -5.1565  -0.86
C 1.7561 -2.8482 -6.1812  -0.07
O 2.2766 -3.9558 -6.8694  -0.35
C 3.2524 -3.6599 -7.8275  -0.74
H -4.4281 -3.3978 -3.4000  0.40
H -4.8200 -1.8107 -4.2652  0.23
H -4.7127 -1.8855 -2.5014  0.20
H -1.9474 -3.7052 -4.1477  0.33
H -2.1360 -3.5412 -2.4314  0.58
H 0.0149 -3.1626 -2.7084  0.80
H -0.5342 -1.4810 -2.7324  -0.89
H -0.6041 -1.6910 -5.1561  -0.22
H 0.0104 -4.0487 -5.6094  0.34
H 1.2750 -3.9925 -4.4857  0.32
H 2.5626 -2.2986 -5.6877  0.14
H 1.3262 -2.1667 -6.9230  0.26
H 3.3380 -4.5522 -8.4495  0.29
H 4.2626 -3.4768 -7.4517  0.25
H 2.9758 -2.8544 -8.5131  0.31
C -2.5778 4.6979 -1.4882  -1.09
C -1.1857 4.8685 -0.8316  0.68
C -1.2511 5.2276 0.6357  -1.02
O 0.0840 5.2396 1.1190  -0.36
C 0.3203 6.1648 2.1791  -0.96
N -0.5059 3.6174 -1.1041  0.96
H -3.1502 3.9723 -0.9097  0.09
H -2.5213 4.3900 -2.5307  0.09
H -3.1054 5.6546 -1.4733  0.62
H -0.6144 5.6569 -1.3269  0.41
H -1.7730 4.5430 1.3149  0.13
H -1.9141 6.0838 0.7861  0.63
H 1.3969 6.2526 2.3305  0.27
H -0.0788 5.8298 3.1367  0.34
H -0.0161 7.1671 1.9135  0.46
H -0.6725 3.2301 -2.0270  -0.31
H -0.9513 2.8839 -0.5533  -0.70
C -1.7435 0.3532 4.0907  -0.36
C -2.8653 0.6380 3.0856  1.30
C -4.2877 0.7470 3.6890  -0.45
O -4.7742 -0.4703 4.1259  -0.19
C -6.1683 -0.5752 4.3526  -1.01
N -2.5680 1.8073 2.3117  -0.07
H -1.7148 0.9641 4.9963  0.58
H -0.7896 0.5484 3.6008  -0.85
H -1.7392 -0.6765 4.4492  -0.04
H -2.9238 -0.2131 2.3962  0.07
H -4.9180 1.0422 2.8410  0.14
H -4.3155 1.5117 4.4721  0.33
H -6.4025 -1.3368 5.0910  0.29
H -6.7724 -0.6021 3.4415  0.31
H -6.5263 0.3880 4.7352  0.38
H -3.1682 1.7807 1.4948  -0.15
H -1.6487 1.7388 1.8855  -0.47
C 7.3603 -3.0312 2.3683  -1.64
C 6.8971 -2.4447 1.0233  0.82
C 6.6217 -0.8941 1.1431  -0.53
O 5.4740 -0.6359 1.9409  -0.40
C 4.2094 -0.9815 1.3946  0.89
N 8.0056 -2.6826 0.1083  -0.57
H 6.7793 -2.6462 3.2124  0.35
H 8.3506 -2.6440 2.6044  0.37
H 7.1671 -4.0980 2.4741  0.43
H 5.9845 -2.9127 0.6444  0.21
H 6.5153 -0.3200 0.2156  -0.11
H 7.5118 -0.4161 1.5568  0.48
H 3.4181 -0.4849 1.9568  -1.18
H 3.9914 -2.0483 1.4722  0.70
H 4.1598 -0.6453 0.3549  0.41
H 8.2585 -3.6638 0.1240  0.28
H 7.7296 -2.5313 -0.8566  0.26
C 0.6271 0.4013 7.9179  -1.52
C 1.5518 -0.8151 7.6164  0.70
C 1.7046 -1.0552 6.1050  0.01
O 2.4667 -2.1856 5.7478  -0.48
C 2.4660 -2.5644 4.4109  -0.31
N 2.9033 -0.4875 8.0680  -0.84
H -0.2309 0.3503 7.2420  0.22
H 1.0397 1.3814 7.6670  0.37
H 0.2370 0.5029 8.9289  0.42
H 1.2490 -1.6522 8.2439  0.23
H 2.1365 -0.1246 5.7219  0.33
H 0.7082 -1.2113 5.6745  -0.23
H 3.0011 -3.5103 4.3314  0.36
H 2.9727 -1.8351 3.7727  0.20
H 1.4339 -2.7304 4.0875  -0.05
H 3.5698 -1.2213 7.8510  0.31
H 3.2891 0.2484 7.4844  0.31

E = -4020.72844 Ha
Multiplicity = 1
Total charge = +1
Highest occupied orbital energy = -9.52 eV
Gap between HOMO and LUMO = 6.6 eV
E_LUMO = -2.92 eV

=====

Entry 3:
Formula: C6H7ClOS
Source: OMol25
Level of theory: ωB97M-V with the def2-TZVPD basis set

Each line ends with the Mulliken charge.
Element x y z (Å)
C -2.0499 1.4013 -0.0194  -0.27
C -0.8275 1.8014 -0.2763  -0.06
C 0.5493 0.2365 0.8274  -0.37
C 0.1920 -1.0367 0.7607  -0.24
C -0.6070 -1.6577 -0.3768  -0.31
C -1.9330 -1.3600 -0.5050  -0.28
H 6.4831 0.0426 -0.5823  0.23
H -2.8748 2.1393 -0.2949  0.27
H -0.6247 2.7944 -0.6198  0.35
H 1.0493 0.7123 1.6586  0.40
H 0.4192 -1.6942 1.5888  0.34
H -0.2260 -2.3656 -1.0810  0.35
H -2.4788 -2.0321 -1.2073  0.33
O 0.4176 1.1950 -0.1529  -0.34
S -2.8686 -0.1430 0.2860  -0.17
Cl 5.3799 -0.0335 -0.0057  -0.23

E = -1166.34189 Ha
Multiplicity = 1
SMILES string = c1ccsccoc1.Cl
Total charge = 0
Highest occupied orbital energy = -8.25 eV
Gap between HOMO and LUMO = 9.1 eV
E_LUMO = 0.82 eV

=====

Entry 4:
Formula: C28H34BO3
Source: OMol25
Level of theory: ωB97M-V with the def2-TZVPD basis set

Each line ends with the Mulliken charge.
Element x y z (Å)
C 5.6244 1.0078 4.9605  -1.30
C 4.3502 0.3408 4.6795  0.58
C 3.7705 -0.7187 5.3426  -1.07
C 2.6016 -1.0441 4.5726  -0.24
C 2.4861 -0.2123 3.4683  0.19
B 2.1880 -0.6183 1.7763  1.00
O 1.5256 -1.7807 1.4894  -0.65
C 0.2152 -1.1412 1.2669  1.72
C -0.4687 -1.8261 0.0985  -2.16
C -0.5793 -1.6640 2.4079  -0.91
C 0.5847 0.4973 1.0398  1.69
C -0.2796 1.0607 -0.0757  -1.78
C 0.5930 1.6119 2.1004  -1.72
O 1.9985 0.3514 0.7494  -0.68
O 3.5656 0.7146 3.6157  -0.33
H 6.3903 0.2550 5.2102  0.33
H 5.9943 1.6551 4.1568  0.33
H 5.5845 1.6287 5.8687  0.29
H 4.1751 -1.1921 6.2435  0.41
H 1.9097 -1.8325 4.8222  0.63
H -1.4074 -1.3038 -0.0760  0.45
H 0.0850 -1.8345 -0.8347  0.42
H -0.7274 -2.8465 0.4110  0.45
H -1.6379 -1.4615 2.2927  0.37
H -0.4215 -2.7499 2.5001  0.58
H -0.1889 -1.2830 3.3417  -0.94
H -1.2767 1.1798 0.3820  0.41
H -0.0303 2.0833 -0.3957  0.43
H -0.3940 0.4251 -0.9607  0.41
H -0.2941 2.2506 2.0935  0.22
H 0.7346 1.2694 3.1247  0.49
H 1.4588 2.2688 1.9204  0.35
C -4.7701 -3.9850 6.6283  -1.37
C -3.6317 -3.1547 6.1056  0.68
C -3.5363 -2.8162 4.7605  -1.11
C -2.7669 -1.7344 4.3643  -0.15
C -1.7121 -1.2192 5.1610  0.91
C -0.9305 -0.0045 4.7886  0.01
C -1.1984 1.1368 5.6221  -0.31
C -1.4836 2.3408 4.9864  0.65
C -2.2372 3.5004 5.3408  0.45
C -2.5301 4.4525 4.3178  -0.41
C -3.2839 5.5791 4.5674  -0.81
C -3.7786 5.8113 5.8554  0.93
C -4.4068 7.1513 6.1350  -1.42
C -3.6421 4.8106 6.8297  -0.76
C -2.8657 3.6739 6.5992  -0.53
C -1.6618 -1.7322 6.4792  -0.64
C -2.6005 -2.6595 6.9255  -0.70
H -5.1084 -3.6065 7.6014  0.38
H -5.6492 -4.0199 5.9662  0.37
H -4.4716 -5.0242 6.8023  0.31
H -4.1232 -3.3489 4.0234  0.44
H -3.0500 -1.1873 3.4639  0.62
H -0.9216 0.3238 3.7421  0.05
H -1.2745 1.0264 6.7091  0.41
H -1.1525 2.3516 3.9481  -0.38
H -2.1742 4.2938 3.3035  0.38
H -3.4860 6.3297 3.8043  0.39
H -4.9060 7.1835 7.1124  0.36
H -3.6439 7.9471 6.1458  0.32
H -5.1044 7.4509 5.3394  0.37
H -4.1323 4.9740 7.7923  0.33
H -2.7264 2.9158 7.3664  0.37
H -0.9184 -1.3021 7.1640  0.45
H -2.5351 -3.0046 7.9526  0.42

E = -1337.54944 Ha
Multiplicity = 1
Total charge = +1
Highest occupied orbital energy = -10.54 eV
Gap between HOMO and LUMO = 5.0 eV
E_LUMO = -5.55 eV

=====

Entry 5:
Formula: C5H7Br2Cl9
Source: OMol25
Level of theory: ωB97M-V with the def2-TZVPD basis set

Each line ends with the Mulliken charge.
Element x y z (Å)
Br -2.6273 -1.9488 2.9408  -0.11
C -3.2519 -1.9437 1.0858  -0.72
C -3.4639 -0.4993 0.6116  0.16
Br -4.1871 -0.3358 -1.2018  -0.16
H -4.1566 -2.5515 1.0670  0.40
H -2.5004 -2.4275 0.4619  0.39
H -2.4216 -0.1809 0.5952  -0.41
H -4.0444 0.1073 1.3066  0.41
C 3.6317 2.6943 0.1215  0.15
Cl 1.8111 2.5139 0.0896  -0.20
Cl 4.2880 2.1574 1.6060  -0.10
Cl 4.1479 4.2671 -0.3993  -0.13
H 3.8687 2.0402 -0.7177  0.22
C -0.1471 0.8260 0.1676  0.08
Cl -0.8000 1.8748 -1.1984  -0.09
Cl -0.7202 -0.8795 0.1689  -0.15
Cl -0.7163 1.4616 1.7191  -0.09
H 0.9429 0.8278 0.1676  0.42
C 2.1653 -1.6630 -1.7076  -0.02
Cl 2.1192 -1.2796 -3.4822  -0.13
Cl 0.9297 -2.7825 -1.3199  -0.11
Cl 2.0081 -0.1802 -0.6566  -0.16
H 3.1241 -2.0982 -1.4257  0.35

E = -9484.32272 Ha
Multiplicity = 1
Total charge = 0
Highest occupied orbital energy = -9.91 eV
Gap between HOMO and LUMO = 10.0 eV
E_LUMO = 0.13 eV

=====

Entry 6:
Formula: C9H13N3S
Source: OMol25
Level of theory: ωB97M-V with the def2-TZVPD basis set

Each line ends with the Mulliken charge.
Element x y z (Å)
C 1.4130 -2.3337 2.9434  -0.70
C 1.8441 -1.6585 1.4762  -0.72
C 1.6408 0.8756 1.2660  0.20
C -0.1114 1.5975 -0.2910  0.13
C -0.1556 0.5165 -1.2360  -0.39
C -1.3136 0.4293 -2.0328  1.13
C -1.7815 -0.6793 -3.0553  -1.55
C -2.3422 1.3929 -1.8206  -0.56
C -2.1858 2.3828 -0.7984  -0.47
H 1.8474 -3.4963 2.8649  0.25
H 0.2950 -2.3256 3.1964  0.28
H 2.2140 -1.6372 3.7056  0.18
H 1.7335 -2.4109 0.7381  0.36
H 2.8376 -1.2179 1.6754  0.25
H 0.0465 -0.5056 0.9829  0.37
H 1.3190 2.8136 0.7627  0.25
H 0.7075 -0.1936 -1.3031  0.38
H -1.1274 -1.4518 -3.1460  0.46
H -2.7447 -1.2034 -2.7824  0.33
H -1.9971 -0.3586 -4.1278  0.32
H -3.2697 1.0684 -2.3171  0.37
H -2.8991 3.2103 -0.5848  0.37
N 1.1313 -0.4574 1.1403  -0.09
N 0.9652 1.8929 0.6358  -0.07
N -1.0542 2.4599 0.0514  -0.63
S 2.9872 1.2902 2.0560  -0.46

E = -913.10376 Ha
Multiplicity = 1
SMILES string = CCNC(=S)Nc1cc(C)ccn1
Total charge = 0
Highest occupied orbital energy = -8.22 eV
Gap between HOMO and LUMO = 8.7 eV
E_LUMO = 0.49 eV